[1]
DFT (the ωB97M-V functional and the def2-TZVPD basis) results for C17H29N2Rh as an isolated structure at a distorted geometry.

CARTESIAN COORDINATES (ANGSTROEM)
Rh  0.470  0.027  -0.460
N  -0.308  0.930  3.943
N  0.448  -0.069  2.148
C  2.054  -1.417  -2.718
C  0.371  -0.213  4.355
C  -2.760  -0.552  -1.031
C  0.848  -0.824  3.251
C  1.152  1.628  -1.468
C  -0.302  0.969  2.598
C  1.637  -3.055  -0.031
C  0.832  -1.384  -1.860
C  -0.409  -0.710  -2.157
C  -0.714  -1.929  -0.212
C  -0.923  1.860  4.886
C  0.658  4.002  -2.044
C  -0.697  0.074  -3.399
C  -1.335  -1.003  -1.102
C  0.111  2.737  -1.332
C  0.630  -2.139  -0.650
C  -1.394  -2.631  0.931
H  -1.687  1.379  5.509
H  -0.707  -0.574  -4.282
H  -1.899  -3.534  0.554
H  -1.385  2.702  4.372
H  2.911  -1.725  -2.119
H  2.657  -2.716  -0.235
H  -2.906  0.359  -1.616
H  -1.670  0.559  -3.309
H  1.413  -1.722  3.083
H  2.005  1.868  -0.806
H  0.338  -0.602  1.241
H  0.052  0.849  -3.560
H  -2.156  -1.993  1.395
H  1.505  -3.118  1.055
H  -0.162  2.242  5.573
H  -0.144  4.757  -2.123
H  -0.769  1.748  2.008
H  1.551  1.510  -2.488
H  0.443  -0.505  5.386
H  1.984  -2.104  -3.568
H  -0.684  -2.947  1.704
H  2.252  -0.422  -3.110
H  1.030  3.725  -3.056
H  1.528  -4.073  -0.429
H  -3.440  -1.326  -1.415
H  1.497  4.396  -1.434
H  -0.858  2.396  -1.734
H  -3.041  -0.354  0.009
H  -0.022  2.922  -0.248

## Properties
- ⟨S²⟩: 6.009
- Net charge: +2
- HOMO (spin up / spin down): -13.13 / -16.60 eV
- Frontier orbital gap (spin up / spin down): 7.2 / 7.6 eV
- Lowest unoccupied orbital energy (spin up / spin down): -5.980 / -9.031 eV
- 2S+1: 5
- Energy above the lowest of the compared OMol25 structures with the same formula, charge and spin: 19.5 kcal per mole



[2]
DFT (the ωB97M-V functional and the def2-TZVPD basis) results for C17H29N3PdS2Si2 as an isolated structure at a distorted geometry.

CARTESIAN COORDINATES (ANGSTROEM)
Pd  -0.852  -0.151  1.240
S  -1.393  -0.100  3.567
S  0.760  -1.030  -0.202
Si  1.792  -3.491  -2.355
Si  -2.667  3.996  -0.532
N  1.289  -0.040  3.620
N  -1.325  -2.582  0.269
N  0.251  1.992  3.326
C  -2.151  -3.609  0.099
C  -1.353  5.313  -0.479
C  1.492  2.651  2.929
C  -1.543  1.402  0.572
C  -0.194  -2.534  -0.441
C  1.723  -2.095  -3.576
C  2.611  0.486  3.288
C  -3.203  3.715  -2.287
C  -0.660  -4.632  -1.436
C  1.904  -5.102  -3.290
C  2.651  1.964  3.628
C  -4.114  4.524  0.507
C  0.165  0.662  3.462
C  -1.860  -4.669  -0.739
C  3.288  -3.352  -1.258
C  -1.990  2.444  0.130
C  0.212  -3.547  -1.325
H  1.642  -1.129  -3.075
H  -2.550  -5.496  -0.839
H  -1.012  5.476  0.547
H  -3.579  4.646  -2.722
H  -3.997  2.968  -2.340
H  -3.825  4.638  1.555
H  1.159  -1.038  3.651
H  -3.074  -3.582  0.669
H  3.317  -4.176  -0.540
H  2.796  0.330  2.220
H  -1.725  6.264  -0.869
H  0.859  -2.207  -4.236
H  3.295  -2.415  -0.700
H  2.820  -5.108  -3.887
H  -0.419  -5.458  -2.096
H  1.609  2.591  1.842
H  2.555  2.095  4.707
H  3.354  -0.084  3.843
H  -0.488  5.014  -1.076
H  2.624  -2.093  -4.196
H  1.941  -5.967  -2.622
H  4.199  -3.399  -1.863
H  3.599  2.400  3.315
H  -4.510  5.482  0.157
H  -0.620  2.422  3.053
H  -4.917  3.786  0.461
H  -2.370  3.363  -2.900
H  1.419  3.702  3.200
H  1.065  -5.240  -3.977

## Properties
- HOMO: -7.73 eV
- Frontier orbital gap: 7.1 eV
- Lowest unoccupied orbital energy: -0.638 eV
- Energy above the lowest of the compared OMol25 structures with the same formula, charge and spin: 39.7 kcal per mole



Q: The lowest energy above the lowest of the compared OMol25 structures with the same formula, charge and spin belongs to which entry?
A: C17H29N2Rh